A 4-piece molecular cluster, C30H44B4F24N2O9 overall at a distorted geometry, computed with ωB97M-V/def2-TZVPD.

Positions of all 113 atoms, in Å:
C (-6.801, 1.359, 3.182)
C (-6.446, 2.032, 2.091)
C (-5.029, 2.363, 1.761)
O (-4.583, 1.938, 0.726)
O (-4.308, 3.112, 2.625)
C (-3.040, 2.549, 3.019)
C (-3.152, 1.383, 4.006)
C (-2.709, 0.050, 3.388)
C (-3.407, -1.177, 3.966)
C (-2.755, -2.466, 3.432)
C (-3.509, -3.030, 2.210)
B (-2.590, -3.412, 1.005)
O (-3.090, -3.626, -0.271)
B (-2.522, -2.763, -1.199)
N (-3.219, -2.398, -2.375)
C (-4.645, -2.079, -2.268)
C (-4.965, -0.822, -1.426)
C (-5.944, -1.075, -0.264)
C (-7.392, -0.627, -0.537)
O (-1.247, -2.224, -0.952)
B (-0.628, -2.487, 0.257)
B (0.761, -1.600, 0.733)
O (1.835, -1.490, -0.116)
N (0.737, -0.977, 2.066)
C (1.249, -1.924, 3.055)
C (1.457, 0.292, 2.138)
O (-1.204, -3.421, 1.114)
H (-6.294, 1.499, 4.130)
H (-7.591, 0.618, 3.173)
H (-7.170, 2.323, 1.339)
H (-2.496, 2.241, 2.124)
H (-2.471, 3.368, 3.451)
H (-2.488, 1.615, 4.837)
H (-4.169, 1.330, 4.395)
H (-2.922, 0.096, 2.312)
H (-1.624, -0.041, 3.477)
H (-4.466, -1.135, 3.695)
H (-3.351, -1.153, 5.059)
H (-1.740, -2.199, 3.137)
H (-2.683, -3.207, 4.228)
H (-4.158, -2.233, 1.822)
H (-4.193, -3.833, 2.496)
H (-2.712, -1.705, -2.908)
H (-5.031, -1.935, -3.279)
H (-5.167, -2.952, -1.876)
H (-4.051, -0.345, -1.070)
H (-5.448, -0.099, -2.087)
H (-5.599, -0.548, 0.627)
H (-5.958, -2.137, -0.004)
H (-7.441, 0.090, -1.358)
H (-8.051, -1.464, -0.769)
H (-7.815, -0.120, 0.333)
H (2.357, -0.685, -0.015)
H (0.736, -2.882, 2.953)
H (2.326, -2.105, 2.929)
H (1.069, -1.555, 4.068)
H (1.193, 0.822, 3.055)
H (2.546, 0.129, 2.150)
H (1.205, 0.925, 1.286)
C (0.466, 4.678, 6.802)
C (-0.099, 3.416, 6.139)
C (-0.305, 2.170, 7.004)
F (0.848, 1.757, 7.565)
F (-0.767, 1.165, 6.222)
F (0.621, 3.104, 5.042)
F (-1.357, 3.757, 5.719)
O (1.851, 4.927, 6.688)
C (2.771, 4.389, 7.541)
C (3.726, 3.413, 6.835)
F (3.042, 2.456, 6.179)
F (4.505, 2.823, 7.767)
F (2.192, 3.829, 8.618)
F (3.544, 5.406, 7.986)
H (0.010, 5.496, 6.246)
H (0.121, 4.768, 7.832)
H (-1.035, 2.366, 7.793)
H (4.352, 3.959, 6.127)
C (3.749, 0.401, -3.281)
C (4.147, 1.297, -4.461)
C (5.610, 1.288, -4.913)
F (6.434, 1.671, -3.919)
F (5.748, 2.161, -5.937)
F (3.735, 2.560, -4.237)
F (3.443, 0.824, -5.538)
O (3.679, 0.985, -1.996)
C (4.762, 1.123, -1.178)
C (5.121, 2.592, -0.907)
F (5.299, 3.264, -2.058)
F (6.270, 2.630, -0.200)
F (5.818, 0.421, -1.614)
F (4.400, 0.597, 0.022)
H (2.717, 0.122, -3.490)
H (4.328, -0.523, -3.274)
H (5.899, 0.294, -5.261)
H (4.322, 3.065, -0.332)
C (3.745, -1.673, -7.720)
C (5.224, -1.955, -8.008)
C (5.737, -1.757, -9.440)
F (5.080, -2.543, -10.312)
F (7.046, -2.088, -9.473)
F (5.555, -3.182, -7.561)
F (5.932, -1.049, -7.258)
O (2.848, -2.765, -7.702)
C (2.263, -3.263, -8.831)
C (2.712, -4.700, -9.145)
F (4.053, -4.785, -9.213)
F (2.197, -5.058, -10.341)
F (2.429, -2.447, -9.886)
F (0.934, -3.338, -8.588)
H (3.728, -1.317, -6.692)
H (3.372, -0.851, -8.333)
H (5.630, -0.711, -9.738)
H (2.346, -5.376, -8.371)

Values from the calculation:
* SMILES: C=CC(=O)OCCCCCCB1OB(NCCCC)OB(B(O)N(C)C)O1.FC(F)C(F)(F)COC(F)(F)C(F)F.FC(F)C(F)(F)COC(F)(F)C(F)F.FC(F)C(F)(F)COC(F)(F)C(F)F

Results of the Mulliken charge analysis, in e, for atoms 1 through 5: atom 1 (C): -0.694, atom 2 (C): -0.294, atom 3 (C): 0.636, atom 4 (O): -0.532, atom 5 (O): -0.471

---

A single C3H7ClNOPS molecule at a distorted geometry, computed with ωB97M-V/def2-TZVPD.

Positions of all 15 atoms, in Å:
C (-0.874, -0.746, 0.116)
C (0.083, -1.897, -0.238)
C (-0.834, 1.727, 0.120)
N (-0.222, 0.499, -0.210)
O (2.356, 0.527, -1.345)
P (1.664, 0.250, -0.108)
S (1.569, -1.616, 0.752)
Cl (2.188, 1.665, 1.320)
H (-1.756, -1.024, -0.739)
H (-1.287, -0.874, 1.151)
H (-0.388, -2.863, -0.094)
H (0.355, -1.776, -1.215)
H (-0.214, 2.509, -0.278)
H (-1.736, 1.768, -0.436)
H (-0.904, 1.851, 1.204)

Values from the calculation:
* SMILES: CN1CCS[P@]1(=O)Cl

Results of the Mulliken charge analysis, in e, for atoms 1 through 5: atom 1 (C): -0.384, atom 2 (C): -0.837, atom 3 (C): -1.075, atom 4 (N): -0.029, atom 5 (O): -0.569

---

Across the entries above, E_tot takes the values -4452.7350; -1448.2727 hartree, respectively.
Across the entries above, highest occupied orbital energy takes the values -8.80; -9.18 eV, respectively.